No. 1
Entry from the OMol25 dataset: a structure of composition C31H47BrN2P2Ti (wB97M-V/def2-TZVPD).

Computed properties:
ΔE to the lowest compared entry with this formula, charge and spin, eV: 1.535
Frontier orbital gap (alpha / beta), eV: 4.3 / 4.2
HOMO energy (alpha / beta), eV: -18.90 / -18.88
Electronic energy, eV: -147577.963

Geometry as ORCA input:
```
! wB97M-V def2-TZVPD RIJCOSX def2/J DEFGRID3
* xyz 4 1
N -5.813 -1.079 3.707
C -4.836 -0.392 4.273
C -4.330 0.740 3.603
C -4.421 0.745 2.184
C -5.336 -0.178 1.594
C -6.158 -0.895 2.440
C -3.552 1.547 1.417
Ti 0.356 1.319 -0.732
P 2.387 0.385 -1.571
C -3.466 1.493 0.036
C -2.346 2.085 -0.775
C -2.283 1.891 -2.206
C -1.193 2.331 -3.007
C -0.215 3.132 -2.383
C -0.262 3.541 -1.026
C -1.302 2.941 -0.176
Br 1.194 3.839 -3.642
H -2.827 2.073 1.977
H -3.837 0.574 -0.397
H -3.725 1.509 4.067
H -5.245 -0.462 0.535
H -4.484 -0.771 5.249
H -7.060 -1.346 2.026
H -3.188 1.463 -2.660
H -1.646 3.494 0.716
H -1.078 2.178 -4.106
H 0.437 4.324 -0.725
P -0.476 -1.316 -0.397
C 2.805 2.061 -0.832
C 3.543 2.992 -1.775
H 3.408 1.936 0.070
H 1.875 2.586 -0.467
H 3.597 4.001 -1.342
H 4.521 2.626 -2.085
H 2.906 3.093 -2.674
C 1.997 0.460 -3.335
C 3.102 0.696 -4.348
H 1.252 1.245 -3.481
H 1.455 -0.452 -3.605
H 2.656 0.974 -5.308
H 3.790 1.491 -4.081
H 3.709 -0.188 -4.535
C 3.772 -0.710 -1.501
C 5.046 0.065 -1.703
H 3.650 -1.497 -2.246
H 3.804 -1.262 -0.565
H 5.934 -0.567 -1.646
H 5.076 0.565 -2.669
H 5.146 0.844 -0.949
C 0.300 -2.786 0.454
C 1.770 -3.002 0.207
H -0.239 -3.649 0.047
H 0.105 -2.772 1.529
H 2.075 -4.002 0.540
H 2.044 -2.940 -0.847
H 2.396 -2.296 0.756
C -0.416 -2.109 -2.043
C -1.451 -1.640 -3.048
H -0.624 -3.169 -1.826
H 0.599 -2.024 -2.445
H -1.298 -2.143 -4.005
H -2.465 -1.907 -2.752
H -1.433 -0.570 -3.258
C -2.159 -1.998 -0.014
C -2.578 -2.608 1.316
H -2.248 -2.811 -0.749
H -2.861 -1.216 -0.310
H -3.616 -2.953 1.250
H -1.991 -3.483 1.600
H -2.565 -1.936 2.175
C 1.899 -0.660 5.507
C 1.445 -0.357 4.128
C 2.338 -0.007 3.126
C 1.877 0.328 1.859
N 0.587 0.329 1.484
C -0.183 -0.355 2.374
C 0.104 -0.436 3.726
H 2.423 -1.623 5.481
H 2.598 0.121 5.841
H 1.021 -0.732 6.157
H 3.405 0.132 3.300
H 2.568 0.604 1.079
H -1.059 -0.885 1.975
H -0.709 -0.569 4.441
*
```

***

No. 2
Entry from the OMol25 dataset: a structure of composition C31H47FN2NaO8S (wB97M-V/def2-TZVPD).

Computed properties:
Frontier orbital gap, eV: 8.2
HOMO energy, eV: -11.56
Electronic energy, eV: -70229.054

Geometry as ORCA input:
```
! wB97M-V def2-TZVPD RIJCOSX def2/J DEFGRID3
* xyz 1 1
C 2.826 4.468 0.165
C 1.294 4.185 0.398
C 0.830 3.289 1.563
C 1.009 1.705 1.623
C 2.299 1.266 2.428
C 3.551 2.232 2.296
O 4.600 1.903 1.811
O -0.018 1.525 2.693
S -0.398 0.073 3.176
O -1.707 0.172 3.840
O 0.463 -0.633 4.120
C -0.772 -0.873 1.636
C -1.171 -2.298 2.098
C -2.613 -2.668 1.503
C -3.770 -1.908 2.278
C -5.062 -1.961 1.355
N -5.988 -0.830 1.627
C -5.980 0.163 0.567
C -6.387 -0.102 -0.913
O -5.670 1.296 0.856
C 0.357 -0.685 0.475
C 1.487 -1.647 0.941
C 2.957 -1.734 0.433
C 3.199 -2.691 -0.828
C 4.567 -2.390 -1.570
C 3.335 -4.172 -0.239
C -0.512 -1.169 -0.801
C -0.336 -2.651 -1.242
O -0.015 -2.943 -2.362
F -0.588 -3.745 -0.451
C 0.693 0.903 0.280
C 1.971 1.166 -0.623
C 2.284 0.276 -1.867
C 2.222 1.026 -3.301
C 1.275 0.133 -4.160
O 1.758 -0.853 -4.751
O -0.116 0.345 -4.277
C -0.562 1.635 -0.419
C -1.799 1.930 0.331
C -2.883 2.626 -0.349
C -2.538 2.928 -1.735
C -1.322 2.563 -2.396
N -0.352 1.915 -1.720
H 3.242 4.950 1.088
H 2.895 5.253 -0.637
H 3.417 3.567 -0.139
H 0.847 5.208 0.575
H 0.874 3.916 -0.614
H -0.242 3.590 1.737
H 1.316 3.665 2.511
H 2.148 1.238 3.544
H 2.729 0.273 2.168
H 3.401 3.277 2.702
H -1.753 -0.416 1.327
H -1.361 -2.271 3.209
H -0.533 -3.181 1.925
H -2.765 -3.777 1.628
H -2.690 -2.473 0.406
H -3.512 -0.825 2.388
H -3.971 -2.338 3.286
H -4.793 -1.992 0.268
H -5.605 -2.900 1.655
H -6.949 -1.175 1.693
H -7.303 0.470 -1.215
H -6.622 -1.182 -1.132
H -5.578 0.182 -1.637
H 1.591 -1.525 2.059
H 1.181 -2.731 0.866
H 3.540 -2.271 1.240
H 3.537 -0.802 0.261
H 2.346 -2.698 -1.545
H 5.244 -3.274 -1.642
H 4.300 -2.109 -2.631
H 5.053 -1.493 -1.114
H 2.651 -4.360 0.623
H 3.291 -4.955 -1.035
H 4.381 -4.223 0.180
H -0.263 -0.595 -1.733
H -1.609 -1.000 -0.666
H 1.999 2.202 -1.060
H 2.923 1.191 -0.020
H 3.379 0.008 -1.825
H 1.791 -0.712 -1.963
H 1.847 2.074 -3.218
H 3.203 1.003 -3.826
H -0.269 0.939 -5.036
H -1.959 1.635 1.387
H -3.848 2.906 0.117
H -3.302 3.493 -2.320
H -1.182 2.842 -3.466
Na 0.565 -2.368 -4.858
*
```

***

No. 3
Entry from the OMol25 dataset: a structure of composition C31H47HfNO3P2S (wB97M-V/def2-TZVPD).

Computed properties:
ΔE to the lowest compared entry with this formula, charge and spin, eV: 0.000
Frontier orbital gap, eV: 3.4
HOMO energy, eV: -12.39
Electronic energy, eV: -71242.170

Geometry as ORCA input:
```
! wB97M-V def2-TZVPD RIJCOSX def2/J DEFGRID3
* xyz 2 1
Hf -1.141 0.683 -0.250
C 0.206 0.584 1.554
C 0.987 1.020 0.403
C -0.635 2.664 0.862
C -0.806 1.605 1.818
C 0.483 2.321 0.007
C 0.579 -0.457 2.561
H 1.306 -1.182 2.170
H -0.317 -1.016 2.895
H 1.021 0.024 3.457
C -1.650 1.696 3.046
H -2.313 0.825 3.079
H -2.254 2.610 3.041
H -1.033 1.681 3.955
C -1.231 4.031 1.018
H -1.430 4.226 2.083
H -2.175 4.132 0.460
H -0.526 4.792 0.654
C 1.132 3.234 -0.971
H 1.929 3.816 -0.480
H 0.397 3.938 -1.381
H 1.574 2.657 -1.793
C 2.210 0.347 -0.124
H 3.140 0.836 0.208
H 2.196 0.366 -1.221
H 2.239 -0.697 0.209
C 0.031 -4.061 -1.770
C 1.147 -3.816 -1.070
C 2.332 -3.065 -1.628
C 2.675 -3.427 -3.104
C 2.420 -2.354 -4.127
C 1.358 -1.522 -3.992
C 0.224 -1.840 -3.056
C -0.293 -3.322 -3.029
H 3.199 -3.283 -0.982
H 2.098 -4.324 -3.356
H 2.169 -1.981 -1.591
H 0.069 -3.853 -3.918
H -0.747 -4.730 -1.394
H 1.248 -4.135 -0.025
H -1.391 -3.278 -3.101
H 0.435 -1.501 -2.028
H 1.238 -0.605 -4.595
H -0.638 -1.212 -3.322
H 3.743 -3.664 -3.170
H 3.156 -2.244 -4.956
P -0.820 -1.459 -5.873
P -1.154 1.793 -5.456
C -1.294 -0.438 -7.340
C -1.913 0.902 -6.972
H -2.006 -1.073 -7.878
H -0.404 -0.352 -7.976
H -1.888 1.606 -7.811
H -2.966 0.773 -6.684
C -1.638 3.499 -6.003
H -1.075 4.213 -5.386
H -2.715 3.660 -5.858
H -1.384 3.656 -7.062
C 0.577 1.982 -6.080
H 0.611 2.173 -7.158
H 1.187 1.107 -5.843
H 1.003 2.851 -5.565
C -2.453 -2.240 -5.538
H -2.556 -2.473 -4.476
H -2.501 -3.164 -6.119
H -3.265 -1.585 -5.859
C -0.073 -2.896 -6.774
H 0.184 -2.610 -7.802
H -0.812 -3.701 -6.811
H 0.816 -3.249 -6.237
O -4.055 -1.643 4.706
S -3.143 -2.376 3.864
O -2.155 -3.218 4.490
N -2.401 -1.320 2.765
C -2.761 -1.478 1.507
O -2.298 -0.759 0.499
C -3.721 -2.576 1.338
C -4.293 -3.032 0.148
C -5.082 -4.181 0.185
C -5.287 -4.869 1.396
C -4.747 -4.381 2.600
C -3.986 -3.213 2.543
H -4.115 -2.448 -0.755
H -5.536 -4.549 -0.737
H -5.878 -5.781 1.394
H -4.888 -4.876 3.556
*
```